Entry 1:
ORCA calculation (ωB97M-V with the def2-TZVPD basis set) on a structure of composition C24H41NP2Re in a non-equilibrium geometry.

Each line ends with the Mulliken charge.
Cartesian coordinates (Å):
Re -1.636 -0.004 -1.465  0.179
P 0.602 -0.396 -1.636  1.364
P 3.103 -0.814 -0.028  0.657
N -2.172 -3.209 -1.058  -0.683
C -1.898 1.091 1.577  -1.496
C 1.391 -0.352 1.191  0.184
C 0.995 -1.894 3.201  -1.012
C -4.086 -0.999 0.526  -1.224
C -3.392 0.039 -0.299  -0.715
C 2.042 1.212 3.564  -0.840
C -4.690 -0.331 -2.533  -1.527
C 2.616 0.365 1.349  -0.506
C 1.365 1.255 -2.062  -1.437
C -3.719 0.385 -1.657  0.300
C -2.216 1.968 -0.861  0.186
C -0.173 -1.092 -3.150  -1.406
C -2.438 1.003 0.187  2.137
C 3.095 0.413 2.781  -0.877
C 0.419 -0.757 4.010  -0.275
C -1.918 -2.070 -1.202  -0.523
C 4.546 -0.038 -0.843  -1.299
C 3.842 -2.264 0.792  -1.370
C 2.133 -1.422 -1.412  -1.274
C -1.397 3.213 -0.774  -1.303
C -2.913 2.138 -3.385  -1.589
C -2.953 1.540 -2.022  0.882
C 0.871 -1.644 1.693  0.014
C 0.827 0.516 4.095  -0.489
H -0.269 -2.181 -3.097  0.492
H -1.179 3.475 0.268  0.371
H 0.580 0.282 0.797  -0.514
H 2.243 1.099 -2.705  0.481
H -3.555 -1.158 1.467  0.351
H -5.716 -0.113 -2.209  0.328
H 3.167 -3.130 0.785  0.464
H -2.288 3.033 -3.380  0.387
H 0.442 -2.828 3.426  0.519
H 4.725 -2.536 0.196  0.498
H 5.289 -0.822 -1.042  0.487
H 1.634 1.835 -1.169  0.221
H -0.204 -1.629 1.433  0.156
H -0.917 1.578 1.577  0.309
H -1.795 0.095 2.017  0.324
H -4.119 -1.956 0.005  0.353
H -1.929 4.049 -1.250  0.479
H -4.546 -1.417 -2.474  0.360
H -0.426 -1.117 4.620  0.423
H 0.209 1.202 4.685  0.416
H 1.694 2.064 2.953  0.332
H 4.183 -2.051 1.814  0.394
H 4.069 0.912 2.840  0.454
H -1.203 -0.656 -3.355  0.377
H -2.557 1.670 2.239  0.377
H 2.557 1.708 4.395  0.546
H 4.258 0.422 -1.795  0.407
H -4.569 -0.019 -3.576  0.440
H 3.203 -0.596 3.168  0.405
H 2.042 -2.110 3.463  0.330
H 2.588 1.363 0.884  0.440
H -3.915 2.372 -3.762  0.401
H -0.443 3.116 -1.308  0.143
H 1.293 -2.505 1.131  0.373
H 1.915 -2.490 -1.252  0.647
H 0.604 1.858 -2.579  0.550
H 2.761 -1.343 -2.317  0.704
H 5.024 0.712 -0.203  0.393
H -5.119 -0.711 0.745  0.333
H 0.510 -0.749 -3.921  0.636
H -2.480 1.419 -4.093  0.353

The value obtained for the frontier orbital gap (spin up / spin down) is 8.24 / 6.77 eV. The LUMO energy (spin up / spin down) is -5.638 / -7.667 eV. The electronic energy comes out at -47731.16511 eV. The calculation puts the HOMO energy (spin up / spin down) at -13.8807 / -14.4378 eV. The energy above the lowest of the compared OMol25 structures with the same formula, charge and spin comes out at 27.2 kcal/mol. As for the spin multiplicity: 4. As for the expectation value of S²: 3.7689. As for the charge: +2.

=====

Entry 2:
ORCA calculation (ωB97M-V with the def2-TZVPD basis set) on a structure of composition C24H42BCeF3N7SSb2Se4 in a non-equilibrium geometry.

Each line ends with the Mulliken charge.
Cartesian coordinates (Å):
Ce 1.711 -3.165 -0.830  0.704
Sb -1.268 4.071 0.610  0.506
Sb 5.568 -4.401 -0.663  0.676
Se 7.111 -4.842 -2.510  -0.741
Se 6.693 -3.908 1.496  -0.808
Se 3.680 -6.007 -0.404  -0.683
Se 4.445 -2.241 -1.538  -0.736
S -1.069 -3.346 -0.143  -0.128
F -4.019 -3.680 -0.116  -0.224
F -4.837 -4.263 1.941  -0.299
F -3.019 -5.276 1.132  -0.201
N 1.906 -0.741 0.363  0.119
N 1.147 -2.206 -4.141  0.158
N 0.618 -4.683 -3.683  -0.317
N 0.911 -1.939 -2.842  0.358
N 2.621 -3.552 1.805  -0.165
N 0.739 -4.773 -2.328  0.505
N -0.822 -1.638 1.957  -0.069
C -1.576 -2.536 1.320  -0.063
C -3.265 -2.440 3.107  -0.269
C 0.364 -0.126 -4.094  -1.106
C 3.173 -0.407 1.051  -0.585
C 0.827 4.597 -1.586  -1.132
C -2.866 -2.993 1.875  -0.100
C 0.023 -5.810 -1.880  -0.163
C 0.388 -0.673 -2.815  -0.760
C -3.197 4.634 -0.580  -0.044
C 0.126 5.479 -0.548  0.043
C -2.546 -1.349 3.626  -0.861
C 1.114 6.122 0.453  -1.337
C -0.698 -6.405 -2.996  -1.236
C 3.654 -2.709 2.446  0.277
C 3.495 -1.167 2.372  -0.500
C -3.036 3.868 -1.933  -1.400
C -0.339 -5.532 -4.045  -0.158
C -3.682 -4.062 1.228  0.635
C -1.396 3.866 3.694  -1.347
C -1.079 4.964 2.697  -0.017
C -1.336 -0.998 2.995  -0.265
C -1.999 6.169 2.771  -1.182
C 0.831 -1.191 -4.908  -0.202
C -4.397 4.092 0.235  -1.139
B 1.342 -3.635 -4.628  0.149
H 0.104 0.870 -4.414  0.391
H 1.421 5.263 -2.261  0.373
H -4.169 -2.819 3.678  0.311
H -3.855 4.114 -2.598  0.460
H 0.177 -6.056 -0.826  0.506
H 0.888 -1.271 -5.995  0.370
H -0.775 -5.484 -5.032  0.381
H -0.019 5.177 2.765  0.404
H -4.142 3.373 0.998  0.255
H 1.622 -0.043 -0.307  0.147
H 1.094 -0.826 0.976  0.123
H 0.806 -3.842 -5.661  -0.202
H 1.700 -3.605 2.353  0.158
H 4.573 -2.957 1.914  -0.688
H 0.107 4.093 -2.220  0.269
H 2.831 -0.883 3.204  0.304
H -3.207 5.709 -0.674  0.425
H 2.490 -3.970 -4.731  -0.112
H 2.986 -4.517 1.714  0.169
H -4.912 4.973 0.678  0.259
H 3.771 -2.977 3.523  0.362
H -2.037 6.648 3.791  0.363
H -0.692 -0.223 3.356  0.538
H -0.033 -0.362 -1.881  0.835
H -2.975 -0.679 4.387  0.332
H -1.754 6.923 2.073  0.345
H 1.778 5.419 0.991  0.314
H -1.330 4.214 4.768  0.387
H 0.575 6.612 1.316  0.258
H 1.765 6.894 0.052  0.425
H 1.491 3.858 -1.101  0.275
H 4.512 -0.760 2.741  0.282
H 3.207 0.714 1.170  0.255
H -3.030 5.823 2.552  0.244
H -2.450 3.490 3.585  0.294
H -2.920 2.771 -1.867  0.349
H -0.694 3.002 3.624  0.310
H -1.387 -7.194 -2.981  0.424
H -2.121 4.250 -2.462  0.272
H -5.020 3.508 -0.458  0.415
H -0.366 6.264 -1.021  0.354
H 3.949 -0.665 0.320  0.169

The value obtained for the frontier orbital gap is 4.25 eV. The LUMO energy is 3.111 eV. The electronic energy comes out at -343058.77124 eV. The calculation puts the HOMO energy at -1.1356 eV. As for the spin multiplicity: 2. As for the expectation value of S²: 0.7509. As for the charge: -2.

=====

Entry 3:
ORCA calculation (ωB97M-V with the def2-TZVPD basis set) on a cluster of 2 separate species, C24H42BF4IN2O11PS4 in total in a non-equilibrium geometry.

Each line ends with the Mulliken charge.
Cartesian coordinates (Å):
I -3.357 3.291 1.548  0.142
S -5.418 -6.962 -3.764  1.133
S -4.927 -2.318 0.911  -0.394
S -0.729 -1.150 0.975  1.238
S -2.423 1.905 -3.283  -0.325
P -0.824 1.697 -2.164  -0.443
F -4.694 -4.598 -4.740  -0.234
F -4.892 -4.633 -2.589  -0.198
F -6.655 -4.608 -3.837  -0.257
F -0.848 0.784 4.427  -0.429
O 1.826 2.085 3.174  -0.751
O -1.008 -0.169 2.166  -0.753
O -6.226 -7.343 -2.619  -0.657
O -1.818 -2.344 -3.353  -0.453
O 0.639 -1.371 0.613  -0.685
O -4.024 -7.319 -3.640  -0.671
O -5.944 -4.855 0.728  -0.349
O -1.394 -2.357 1.310  -0.685
O -6.005 -7.313 -5.039  -0.672
O 1.481 -0.237 3.172  -0.722
O -2.054 -1.127 -2.654  -0.115
N -4.152 -6.022 0.342  -0.687
N -3.781 -4.715 0.509  0.075
C -4.870 -4.052 0.712  0.657
C 7.244 -0.067 1.408  -0.296
C -0.834 3.066 3.997  -1.609
C -1.267 3.374 0.915  -2.479
C 7.917 -1.310 0.821  -1.305
C -5.415 -5.117 -3.732  0.524
C -1.179 -1.194 -1.559  -2.502
C -5.431 -6.093 0.484  0.064
C 3.918 0.824 -1.491  -1.632
C -3.118 -0.504 -0.031  -1.786
C -0.464 1.193 2.152  0.229
C 1.787 1.234 -0.131  1.722
C -1.973 5.647 -0.052  -1.518
C 5.724 1.589 0.154  -0.418
C -0.569 1.964 0.791  3.505
C -1.352 4.256 -0.349  0.173
C 2.824 1.817 -1.115  -1.001
C 7.160 1.108 0.420  -1.075
C -3.753 -1.853 -0.416  -0.873
C -1.231 1.725 3.412  -0.612
C 0.875 2.352 0.370  -2.737
C -1.622 -0.322 -0.377  1.601
C 4.839 0.432 -0.341  -0.157
C -1.315 1.240 -0.425  -1.014
B 1.009 1.006 2.839  0.915
H -2.026 3.786 -1.066  0.162
H 1.373 -0.390 4.117  0.313
H -1.678 3.754 3.969  0.264
H -1.936 -2.117 -4.284  0.311
H -3.281 -0.331 1.034  0.683
H -0.653 3.935 1.615  0.807
H 5.377 1.986 1.110  0.164
H 5.788 2.389 -0.584  0.410
H -2.306 1.687 -0.421  1.474
H -3.710 0.257 -0.539  0.463
H -0.207 2.952 -2.221  0.199
H -0.414 4.481 -0.847  0.056
H -3.068 -2.690 -0.486  0.346
H -4.283 -1.772 -1.359  0.855
H 4.547 1.319 -2.237  0.496
H 7.868 0.221 2.256  0.369
H -1.208 -2.228 -1.202  0.724
H 7.737 1.934 0.841  0.393
H 3.265 2.700 -0.637  0.480
H -1.414 6.393 -0.622  0.451
H 8.957 -1.118 0.560  0.336
H 0.144 0.837 -2.702  0.153
H -2.293 1.536 3.352  0.770
H 5.507 -0.339 -0.725  0.199
H 6.281 -0.349 1.832  0.274
H 7.643 0.870 -0.530  0.453
H -5.995 -7.002 0.422  0.380
H 2.672 1.931 2.738  0.351
H -1.874 5.939 0.992  0.331
H 1.271 0.446 -0.673  -0.833
H -0.125 -1.051 -1.810  0.840
H 0.857 3.040 -0.471  1.057
H 2.302 2.177 -2.005  0.364
H 3.473 -0.041 -1.986  0.423
H 0.000 3.570 3.518  0.351
H 2.382 0.746 0.642  0.007
H 7.906 -2.099 1.572  0.359
H 1.346 2.987 1.118  0.662
H -2.990 5.726 -0.414  0.381
H -0.584 2.959 5.048  0.509
H 7.390 -1.675 -0.059  0.306
H 4.285 0.008 0.496  0.420

The value obtained for the frontier orbital gap is 6.77 eV. The LUMO energy is 1.289 eV. The electronic energy comes out at -123347.39386 eV. The calculation puts the HOMO energy at -5.4802 eV. As for the spin multiplicity: 1. As for the charge: -1.